# 1
{"formula": "C30H40N4O2", "method": "the ωB97M-V functional and the def2-TZVPD basis", "symbols": ["O", "C", "C", "C", "C", "C", "C", "C", "C", "C", "N", "C", "C", "N", "C", "N", "C", "C", "C", "C", "C", "C", "C", "C", "C", "N", "C", "C", "C", "C", "C", "C", "C", "O", "C", "C", "H", "H", "H", "H", "H", "H", "H", "H", "H", "H", "H", "H", "H", "H", "H", "H", "H", "H", "H", "H", "H", "H", "H", "H", "H", "H", "H", "H", "H", "H", "H", "H", "H", "H", "H", "H", "H", "H", "H", "H"], "positions_angstrom": [[-1.354, -5.132, -0.178], [-1.459, -3.942, 0.051], [-2.666, -3.306, 0.718], [-3.573, -2.685, -0.351], [-4.579, -1.679, 0.222], [-3.900, -0.343, 0.531], [-4.893, 0.675, 1.082], [-6.034, 0.894, 0.093], [-6.726, -0.430, -0.213], [-5.726, -1.443, -0.764], [-0.542, -3.025, -0.322], [0.711, -3.384, -0.930], [1.909, -2.905, -0.098], [2.103, -1.477, -0.210], [1.295, -0.540, 0.336], [0.084, -0.565, 0.754], [-0.245, 0.811, 1.097], [0.895, 1.693, 0.508], [0.491, 2.353, -0.826], [-0.671, 3.280, -0.624], [-0.487, 4.511, -0.006], [-1.561, 5.349, 0.230], [-2.838, 4.967, -0.147], [-3.031, 3.746, -0.770], [-1.954, 2.911, -1.008], [1.926, 0.687, 0.359], [3.080, 0.629, -0.504], [3.411, -0.876, -0.442], [4.395, -1.187, 0.706], [5.753, -0.612, 0.431], [6.200, 0.526, 1.088], [7.442, 1.067, 0.811], [8.264, 0.475, -0.139], [9.492, 0.969, -0.447], [7.827, -0.668, -0.803], [6.587, -1.199, -0.516], [-2.321, -2.539, 1.412], [-3.212, -4.070, 1.272], [-4.108, -3.488, -0.861], [-2.955, -2.178, -1.096], [-4.999, -2.086, 1.148], [-3.090, -0.489, 1.247], [-3.462, 0.049, -0.390], [-4.381, 1.621, 1.278], [-5.300, 0.312, 2.028], [-6.753, 1.607, 0.502], [-5.635, 1.314, -0.833], [-7.530, -0.273, -0.936], [-7.172, -0.824, 0.702], [-6.235, -2.387, -0.970], [-5.316, -1.073, -1.707], [-0.594, -2.073, 0.052], [0.778, -2.949, -1.935], [0.728, -4.475, -1.013], [1.753, -3.197, 0.948], [2.814, -3.388, -0.472], [-0.294, 0.910, 2.187], [-1.222, 1.072, 0.689], [1.214, 2.464, 1.216], [0.227, 1.565, -1.536], [1.349, 2.906, -1.217], [0.507, 4.816, 0.289], [-1.403, 6.304, 0.710], [-3.677, 5.619, 0.040], [-4.023, 3.445, -1.071], [-2.110, 1.963, -1.505], [2.849, 0.937, -1.533], [3.899, 1.246, -0.127], [3.826, -1.242, -1.387], [3.984, -0.774, 1.630], [4.469, -2.270, 0.817], [5.576, 0.993, 1.837], [7.778, 1.952, 1.336], [9.678, 1.749, 0.089], [8.476, -1.123, -1.533], [6.262, -2.092, -1.030]], "charge": 0, "gap_ev": 8.96, "e_tot_ha": -1536.73159, "smiles": "O=C(CCC1CCCCC1)NCCN1C2=NC[C@H](Cc3ccccc3)N2C[C@H]1Cc1ccc(O)cc1", "de_lowest_kcal_mol": 5.31, "e_lumo_ev": 0.53}

=====

# 2
{"formula": "C4H8N2O2S2", "method": "the ωB97M-V functional and the def2-TZVPD basis", "symbols": ["C", "C", "C", "C", "N", "N", "O", "O", "S", "S", "H", "H", "H", "H", "H", "H", "H", "H"], "positions_angstrom": [[2.578, -0.275, 0.248], [-0.657, 0.019, -0.062], [-1.088, -0.996, -1.019], [-1.647, 0.564, 0.904], [3.127, 0.735, 0.960], [1.847, 0.183, -0.814], [2.673, -1.476, 0.507], [0.881, 2.309, 0.123], [-0.286, -0.320, 1.654], [0.529, 1.283, -0.817], [-0.300, -1.714, -1.257], [-1.216, -0.577, -1.922], [-2.018, -1.498, -0.673], [-2.729, 0.122, 1.125], [-1.505, 1.683, 0.980], [3.353, 0.487, 1.945], [1.734, -0.425, -1.565], [2.859, 1.724, 0.693]], "charge": 0, "gap_ev": 9.49, "e_tot_ha": -1213.53598, "de_lowest_kcal_mol": 55.23, "e_lumo_ev": 0.50}

=====

# 3
{"formula": "H4P2S", "method": "the ωB97M-V functional and the def2-TZVPD basis", "symbols": ["P", "P", "S", "H", "H", "H", "H"], "positions_angstrom": [[0.564, 0.448, 0.699], [-1.475, 0.755, 0.134], [-1.545, -0.081, -1.752], [1.939, 0.929, 0.212], [0.703, -0.805, 0.246], [0.839, 0.111, 1.994], [-1.025, -1.357, -1.532]], "charge": 0, "gap_ev": 7.68, "e_tot_ha": -1083.20534, "smiles": "[PH3]=PS", "de_lowest_kcal_mol": 28.19, "e_lumo_ev": 0.21}

=====

# 4
{"formula": "C4H2Cl3O2S", "method": "the ωB97M-V functional and the def2-TZVPD basis", "symbols": ["C", "C", "C", "C", "O", "O", "S", "Cl", "Cl", "Cl", "H", "H"], "positions_angstrom": [[0.430, -1.114, -1.766], [-1.680, -3.116, 0.350], [-0.467, 1.259, 1.125], [-1.450, 0.694, 1.512], [-0.808, -2.606, 0.891], [-2.619, -3.642, -0.049], [1.933, -0.947, -2.446], [-0.448, -2.922, -2.130], [-0.881, 0.013, -2.316], [-2.840, -0.007, 2.010], [0.338, -1.153, -0.687], [0.430, 1.672, 0.775]], "charge": -1, "gap_ev": 6.68, "e_tot_ha": -2082.87981, "de_lowest_kcal_mol": 0.00, "e_lumo_ev": 2.72}